1.
The following is a DFT calculation (ωB97M-V/def2-TZVPD) of an isolated molecule of C4H9N5 in a non-equilibrium geometry.

XYZ file:
```
18
Properties=species:S:1:pos:R:3:nbo_charge:R:1
N 0.59 2.25 -1.86 -0.88
C 1.23 2.18 -0.61 -0.21
C 0.39 1.85 0.67 -0.42
C 0.52 0.47 1.50 -0.43
C -0.10 -0.70 0.65 0.35
N -0.61 -0.57 -0.59 -0.34
N -1.21 -1.81 -0.78 -0.06
N -1.10 -2.72 0.06 -0.02
N -0.18 -2.05 0.90 -0.41
H -0.24 1.58 -1.85 0.38
H 0.91 2.07 -2.83 0.39
H 1.55 3.24 -0.43 0.18
H 2.16 1.54 -0.50 0.17
H -0.72 1.90 0.82 0.23
H 0.70 2.77 1.37 0.22
H -0.38 0.38 2.41 0.23
H 1.54 0.33 1.88 0.24
H -0.16 -2.30 1.80 0.38
```

Properties
HOMO level ... -8.82 eV
Relative energy (zero: lowest compared OMol25 entry of this formula, charge and spin) ... 106.2 kcal per mole
SMILES ... NCCCc1nnn[nH]1

=====

2.
The following is a DFT calculation (ωB97M-V/def2-TZVPD) of a cluster of 3 separate species, C34H61IN2O9P in total in a non-equilibrium geometry.

XYZ file:
```
108
Properties=species:S:1:pos:R:3:mulliken_charge:R:1
C -0.15 -2.53 -3.76 -1.32
C -0.55 -1.05 -4.04 -0.49
C -0.66 -0.23 -2.75 0.07
C -1.61 -0.84 -1.67 0.92
C -2.89 -1.39 -2.35 -2.19
C -1.86 0.10 -0.46 1.62
C -2.99 1.18 -0.50 1.61
C -4.32 0.78 0.20 -1.66
C -3.33 1.73 -1.92 -0.56
C -3.14 3.28 -2.04 -1.30
C -2.03 -0.89 0.75 -2.45
I -3.41 -2.50 0.85 0.25
N -1.26 -0.66 1.74 0.98
C -1.19 -1.42 3.00 -0.42
C -0.15 -2.57 2.94 0.41
C -0.69 -3.95 2.50 -0.57
O 0.39 -4.87 2.59 -0.41
C 1.17 -4.86 1.41 -0.38
C -0.37 0.53 1.59 1.22
C -0.92 1.69 2.48 -0.14
C 0.12 2.71 3.02 -1.22
C 0.60 2.50 4.47 -1.27
C -0.49 2.15 5.47 -0.65
O -1.53 3.14 5.52 -0.34
C -2.34 2.81 6.60 0.66
C -3.56 1.92 6.39 -0.91
O -2.09 3.18 7.66 -0.45
P 1.49 0.18 1.71 0.68
N 2.01 -0.23 3.14 -0.84
C -0.54 0.74 0.04 -2.05
C -0.06 2.07 -0.59 0.22
C 1.34 2.00 -1.29 -0.54
C 1.27 2.29 -2.78 -0.24
O 1.84 1.65 -3.58 -0.54
O 0.51 3.32 -3.18 -0.47
H 0.41 -2.96 -4.59 0.48
H -1.06 -3.14 -3.69 0.19
H 0.43 -2.60 -2.83 0.21
H -1.46 -1.01 -4.65 0.54
H 0.29 -0.64 -4.60 0.06
H 0.35 -0.28 -2.32 0.20
H -0.85 0.83 -2.95 -0.19
H -1.07 -1.72 -1.28 0.84
H -3.75 -1.22 -1.69 0.58
H -3.15 -0.85 -3.27 0.38
H -2.86 -2.46 -2.57 0.31
H -2.62 2.04 0.07 -0.46
H -4.20 0.74 1.29 0.18
H -5.03 1.59 -0.02 0.63
H -4.76 -0.14 -0.20 0.36
H -2.85 1.21 -2.75 -0.24
H -4.41 1.57 -2.07 0.86
H -2.34 3.52 -2.74 0.31
H -4.06 3.70 -2.47 0.38
H -3.03 3.75 -1.06 0.30
H -2.17 -1.72 3.36 1.06
H -0.83 -0.71 3.75 -0.76
H 0.22 -2.70 3.97 0.60
H 0.72 -2.34 2.34 -0.68
H -0.92 -3.90 1.43 0.25
H -1.57 -4.29 3.05 0.30
H 0.58 -5.10 0.51 0.31
H 1.95 -5.62 1.55 0.29
H 1.68 -3.91 1.20 0.07
H -1.57 1.26 3.25 0.83
H -1.59 2.26 1.82 -0.43
H 0.99 2.83 2.37 0.43
H -0.38 3.68 3.00 0.77
H 1.02 3.46 4.79 0.53
H 1.40 1.77 4.59 0.36
H -0.04 2.09 6.47 0.55
H -0.86 1.13 5.25 0.29
H -3.73 1.70 5.33 0.24
H -4.43 2.48 6.74 0.34
H -3.48 1.01 6.98 0.29
H 2.16 1.33 1.25 0.11
H 1.77 -0.90 0.83 0.01
H 1.25 -0.21 3.81 0.19
H 0.21 0.03 -0.33 0.58
H -0.77 2.40 -1.35 -0.39
H 0.01 2.88 0.15 0.70
H 2.03 2.74 -0.88 0.44
H 1.84 1.03 -1.21 0.37
H 0.49 3.29 -4.15 0.40
O -0.65 0.49 -6.71 -0.56
C 0.28 1.09 -7.18 0.54
O 0.17 2.30 -7.77 -0.37
C 1.44 2.70 -8.32 -0.48
C 2.47 1.90 -7.54 -0.48
C 1.72 0.61 -7.24 -0.25
H 1.44 2.46 -9.38 0.28
H 1.56 3.77 -8.19 0.34
H 3.40 1.75 -8.09 0.36
H 2.72 2.41 -6.61 0.16
H 1.82 -0.12 -8.04 0.37
H 2.02 0.18 -6.29 0.13
O 3.16 -2.58 1.31 -0.59
C 4.16 -2.95 1.87 0.22
O 5.21 -3.49 1.21 -0.39
C 6.20 -3.94 2.16 -0.48
C 5.93 -3.13 3.42 -0.62
C 4.42 -2.94 3.36 -0.05
H 6.07 -5.01 2.32 0.27
H 7.19 -3.76 1.76 0.33
H 6.27 -3.63 4.33 0.36
H 6.43 -2.17 3.36 0.28
H 3.88 -3.76 3.82 0.28
H 4.11 -1.99 3.79 0.14
```

Properties
HOMO level ... -11.37 eV
Net charge ... +1

=====

3.
The following is a DFT calculation (ωB97M-V/def2-TZVPD) of a cluster of 4 separate species, C2H12O4 in total in a non-equilibrium geometry.

XYZ file:
```
18
Properties=species:S:1:pos:R:3:nbo_charge:R:1
C -1.84 -3.27 -1.51 -0.65
C -2.40 -1.90 -1.94 -0.06
O -2.11 -0.87 -0.95 -0.73
H -2.62 -4.03 -1.50 0.22
H -0.97 -3.60 -2.08 0.21
H -1.48 -3.11 -0.49 0.21
H -3.48 -1.89 -1.97 0.18
H -1.93 -1.55 -2.85 0.16
H -1.25 -1.03 -0.56 0.45
O 1.87 2.92 -0.13 -0.95
H 1.29 2.28 -0.54 0.48
H 1.37 3.29 0.61 0.47
O 4.89 3.93 0.94 -0.94
H 3.95 3.90 0.71 0.47
H 5.29 3.57 0.14 0.47
O -0.47 0.18 4.12 -0.94
H 0.13 0.18 3.37 0.47
H -0.24 0.98 4.62 0.47
```

Properties
HOMO level ... -10.45 eV
Relative energy (zero: lowest compared OMol25 entry of this formula, charge and spin) ... 24.8 kcal per mole
SMILES ... CCO.O.O.O